(1)
A structure of composition C13H27N3NaO2Ta at a distorted geometry, computed with the ωB97M-V functional and the def2-TZVPD basis.

The geometry in XYZ format:
```
47
Properties=species:S:1:pos:R:3:forces:R:3
Ta 0.958941 -0.349617 -0.373549 -6.6 -2.1 2.4
Na 2.548817 2.160325 -3.062889 0.2 0.3 -1.8
O 3.431984 3.056358 -1.328788 -6.1 -3.8 6.0
O 2.065211 -2.037143 0.006853 1.5 1.8 -1.0
N 0.098074 -0.041876 1.461012 1.6 -1.0 -1.9
N 1.717669 1.272140 -1.225454 3.1 6.7 3.9
N -0.592118 -1.329860 -1.336460 1.2 0.9 0.2
C -0.034869 -1.209722 2.351669 -0.2 -0.4 0.1
C -1.881728 -0.617928 -1.772275 0.0 -0.5 0.1
C -2.878244 -0.513385 -0.615996 -0.2 0.0 0.6
C 2.435271 2.267938 -0.714812 3.4 -1.0 -9.6
C 2.854522 -1.093948 -0.431967 0.6 -3.1 1.1
C -0.829791 1.204114 3.442206 0.0 0.1 0.1
C 4.311055 -1.163048 -0.636811 0.4 1.1 -0.2
C -2.585918 -1.350763 -2.932022 0.3 -0.1 -0.1
C -0.001903 1.248500 2.136275 0.2 0.9 0.4
C 1.420880 1.695920 2.480515 -0.2 0.4 0.8
C -0.654796 2.257831 1.204560 -0.6 0.5 0.2
C -0.648286 -2.804767 -1.493720 1.0 0.7 0.4
C -1.484976 0.758782 -2.279325 -0.4 -0.1 -0.3
H -3.017719 -2.321457 -2.657521 0.2 0.3 0.0
H -1.093878 -1.346460 2.641688 0.5 0.0 -0.2
H -0.923501 2.238598 3.824784 0.0 -0.5 -0.2
H -1.061057 1.379738 -1.493221 0.0 0.3 0.3
H 0.558350 -1.058636 3.273767 -0.2 -0.2 -0.5
H 0.370749 -3.181308 -1.389840 -0.2 -0.3 0.0
H -1.902079 -1.488016 -3.772946 0.0 -0.1 0.0
H -0.761540 0.637892 -3.089707 0.0 0.1 -0.1
H 1.386520 2.667349 3.003439 0.2 -0.4 -0.2
H -3.405949 -0.726971 -3.296569 0.1 0.0 0.2
H -0.332685 0.614924 4.231147 -0.3 0.2 -0.3
H -0.069458 2.437019 0.292644 -0.2 0.0 0.1
H 4.593262 -0.131303 -0.913211 0.2 -0.4 0.1
H 4.923940 -1.425073 0.245008 -0.6 -0.3 -0.2
H -2.418440 -0.072291 0.278139 0.0 0.0 -0.2
H -2.384991 1.258011 -2.674381 0.5 0.1 0.2
H -3.735581 0.121722 -0.909068 0.4 -0.4 0.1
H 0.319620 -2.133474 1.866972 -0.2 0.3 0.1
H 2.039096 1.801760 1.574210 0.0 0.0 0.1
H -1.004775 -3.037676 -2.476004 -0.1 -0.3 -0.4
H -3.270485 -1.497721 -0.302112 0.2 0.4 -0.3
H 1.881419 0.954289 3.148086 0.1 0.3 -0.2
H -1.673869 1.931260 0.934916 0.4 0.2 0.0
H 4.612309 -1.799164 -1.484793 -0.4 -0.2 0.3
H -0.755141 3.222281 1.736211 0.1 -0.4 -0.4
H -1.276651 -3.268744 -0.742355 -0.2 0.0 0.2
H -1.847261 0.813599 3.271694 0.4 0.1 0.1
```
Forces are in eV/Å.

The calculation puts the HOMO-LUMO gap (alpha / beta) at 4.83 / 4.83 eV. The value obtained for the HOMO energy (alpha / beta) is -14.77 / -14.77 eV. As for the total energy: -1044.94451 hartree. As for the net charge: +2.

(2)
A structure of composition C13H27NNbO9S at a distorted geometry, computed with the ωB97M-V functional and the def2-TZVPD basis.

The geometry in XYZ format:
```
52
Properties=species:S:1:pos:R:3:forces:R:3
Nb -0.525934 0.650774 -1.763031 1.4 0.3 1.0
S 0.519519 2.647732 0.968352 0.4 -0.2 0.2
O -0.051571 -6.444748 -5.891715 0.0 -0.1 0.0
O 0.211488 0.931422 4.823015 0.0 0.0 0.3
O -1.734625 0.887088 3.701385 0.0 0.0 0.2
O -0.232527 -2.143554 2.199742 0.1 -0.2 0.0
O 1.074218 -2.832789 0.517487 0.3 -0.5 -0.2
O -0.173167 -4.304256 -5.205874 0.0 -0.1 0.1
O 0.484052 -5.880012 -3.779609 0.0 0.0 0.0
O -1.033940 2.796182 4.601454 -0.1 -0.1 0.0
O 1.944833 -2.466596 2.576017 -0.2 -0.1 0.0
N 1.569748 -0.332045 -3.926174 -0.2 0.3 -0.3
C -2.821969 1.803780 3.556047 -0.2 0.1 -0.1
C 1.434505 -1.765274 3.720905 0.2 0.1 0.1
C 0.863226 1.171902 -0.033990 -0.4 0.0 0.1
C -0.762972 1.485885 4.422937 0.1 0.3 -0.4
C -0.052121 -1.989299 3.604726 -0.2 -0.1 0.2
C 1.092841 0.983478 -3.383529 -0.7 -1.1 0.2
C -0.132468 -3.670594 -3.909900 0.0 0.3 0.2
C 0.354854 5.357410 0.500301 -0.3 -0.4 -0.4
C 0.072502 -5.617862 -5.041234 0.0 0.1 0.0
C 0.040840 3.996242 -0.142984 -0.5 0.2 0.3
C 0.942566 -2.534791 1.655563 -0.1 0.5 0.0
C -2.136189 3.139397 3.749145 -0.1 0.2 -0.2
C 0.731347 -4.623699 -3.120348 0.0 0.1 0.1
H -0.381671 -2.903461 4.107409 0.1 0.0 0.0
H -1.928492 0.350248 -0.601826 -0.5 0.1 -0.2
H 1.793804 -4.388512 -3.200384 0.0 0.0 0.0
H -3.284294 1.692077 2.579364 0.2 -0.1 -0.1
H 0.466416 3.917908 -1.132668 0.4 -0.3 -0.1
H -1.743198 3.545493 2.816141 0.1 -0.1 0.0
H 1.707438 -0.714611 3.632898 -0.1 0.0 0.0
H 1.040400 5.256356 1.332871 0.2 0.1 0.1
H -0.568536 5.816685 0.834595 -0.1 0.1 0.3
H -1.628394 0.068222 -3.095682 -0.2 -0.3 0.1
H -1.066206 2.347957 -2.156231 -0.1 0.2 -0.7
H 1.920267 1.465401 -2.856156 0.0 0.5 0.0
H -0.632210 -1.154005 3.968244 -0.1 0.1 -0.1
H 1.990110 -0.191334 -4.838344 0.2 0.0 0.0
H 0.458575 -4.677865 -2.070611 0.0 -0.1 0.0
H 2.281167 -0.698194 -3.307976 0.0 -0.1 0.0
H 1.899760 1.187219 -0.362157 0.2 0.1 -0.1
H -1.147030 -3.604958 -3.516769 0.0 0.0 0.0
H -2.770043 3.881779 4.227133 0.1 0.0 0.2
H 0.751069 1.603854 -4.200324 0.0 0.2 -0.2
H 0.291900 -2.672656 -3.970108 0.0 0.1 -0.2
H -1.030565 3.942371 -0.284237 -0.2 -0.1 -0.3
H 0.801308 0.343113 0.669231 -0.2 -0.1 0.2
H -3.562031 1.596837 4.332059 0.0 0.0 0.0
H 0.755265 6.009448 -0.268086 0.3 0.2 0.1
H 0.056501 -1.100592 -1.680388 0.0 0.0 -0.5
H 1.849633 -2.164553 4.643317 0.1 -0.1 -0.1
```
Forces are in eV/Å.

The calculation puts the HOMO-LUMO gap at 6.77 eV. The value obtained for the HOMO energy is -4.36 eV. As for the total energy: -1698.42125 hartree. As for the net charge: -1.

(3)
A cluster of 2 separate species, C13H28BrN3O in total at a distorted geometry, computed with the ωB97M-V functional and the def2-TZVPD basis.

The geometry in XYZ format:
```
46
Properties=species:S:1:pos:R:3:forces:R:3
Br 1.420847 -3.041104 5.123427 -0.3 0.2 -0.2
O -0.713178 0.642866 -0.134617 -0.5 -0.3 0.7
N 0.210674 0.951249 -1.130185 0.2 -0.5 0.3
N 0.048908 -3.918809 2.831889 -0.2 0.2 0.7
N -1.569480 -1.553670 3.496569 -0.4 0.3 -0.9
C 0.950987 2.199199 -0.900495 0.5 0.1 -0.2
C 0.857662 0.939776 -3.470659 0.2 0.0 0.0
C 2.391555 1.772552 -0.559301 0.4 0.4 0.0
C -0.245456 0.580456 -2.460228 0.2 0.2 -0.2
C -2.170677 -2.852052 3.071743 -1.5 -1.3 0.5
C -1.284581 -4.088924 3.397096 -0.1 1.1 -0.6
C 1.281783 2.410509 -3.457189 0.0 0.1 -0.1
C -0.400821 -0.944936 -2.511133 -0.2 -0.2 0.0
C -0.113230 -1.407916 3.210207 1.8 0.8 0.8
C 0.440465 3.061383 0.259840 -0.3 -0.1 0.1
C -1.578856 1.211893 -2.896237 -0.3 0.0 -0.1
C 0.712309 -2.719716 3.305210 -0.2 -0.3 -1.3
C 0.970071 3.113706 -2.137570 -0.1 0.2 -0.2
H -2.490857 -2.794702 2.018503 0.7 0.1 0.3
H -0.575747 3.415585 0.076486 0.0 -0.1 0.0
H -1.854737 0.870419 -3.900549 0.1 0.0 0.0
H -1.797614 -4.955239 2.952034 0.4 0.2 0.3
H -0.588711 -1.282177 -3.536230 0.0 0.1 0.0
H 2.351967 2.476656 -3.673722 0.0 0.0 0.0
H -3.112174 -2.966366 3.647537 0.4 0.2 -0.3
H 0.058765 -0.864585 2.247562 -0.6 -0.7 0.2
H 1.080492 3.940591 0.386451 0.1 0.0 -0.2
H -1.541497 2.302534 -2.925417 0.1 0.0 0.0
H -2.041936 -0.817396 2.954018 0.2 0.0 0.0
H -2.390569 0.926364 -2.225047 0.2 0.0 0.2
H 1.588953 -2.579221 2.654336 -0.2 0.1 0.5
H -1.203182 -4.201836 4.490983 0.0 -0.1 -0.4
H 2.843787 1.194918 -1.367243 -0.1 0.0 0.0
H 1.688535 3.927919 -1.989055 0.0 -0.1 0.1
H -0.002005 3.606330 -2.231747 0.0 -0.1 0.2
H 0.508890 -1.438040 -2.159602 0.0 0.1 0.0
H 0.059020 -3.992052 1.822895 0.1 0.1 0.0
H -1.809753 -1.357339 4.466490 0.4 -0.2 0.1
H 1.738124 0.324154 -3.259878 -0.1 -0.1 0.2
H 3.037063 2.641726 -0.372373 0.0 0.0 0.0
H 0.450670 2.519017 1.205475 -0.1 -0.1 -0.1
H 0.549805 0.664133 -4.484362 -0.2 -0.1 0.1
H 2.406434 1.151260 0.339337 -0.2 0.0 0.0
H -1.233699 -1.287258 -1.894552 0.1 0.2 0.1
H 0.781966 2.949055 -4.267962 0.0 0.0 0.0
H 0.289029 -0.730914 3.987266 -0.3 -0.2 -0.4
```
Forces are in eV/Å.

The calculation puts the HOMO-LUMO gap at 3.18 eV. The value obtained for the HOMO energy is -3.98 eV. As for the total energy: -3325.45658 hartree. As for the net charge: 0.

(4)
A structure of composition C13H28ClIN3O2P2Ru at a distorted geometry, computed with the ωB97M-V functional and the def2-TZVPD basis.

The geometry in XYZ format:
```
51
Properties=species:S:1:pos:R:3:forces:R:3
I 2.310597 3.785223 -1.972237 0.2 0.7 -0.4
Ru 0.945757 -0.185202 0.520677 3.1 -3.1 2.4
Cl 2.910253 0.940815 0.157758 -0.1 -0.5 0.4
P -0.162948 1.527691 1.201444 -3.2 5.1 3.1
P 0.603172 -0.535404 -1.587687 -0.4 -1.7 -6.2
O 0.843043 -3.410179 -0.028728 -1.0 0.8 1.2
O -0.572015 3.600237 -2.835141 2.2 1.2 -0.2
N -0.631003 -4.185921 1.513956 -0.3 0.5 -0.2
N 0.080461 -1.908424 1.563985 1.0 -0.7 0.2
N -0.051278 -0.807775 3.591763 0.2 -0.6 -0.2
C -1.350884 -2.813891 3.265240 -0.3 0.0 0.2
C -0.512973 2.882928 0.069351 0.4 0.1 -0.7
C 0.511266 5.469359 -3.905260 -0.2 0.0 0.0
C 0.424629 4.267835 -3.007546 -2.1 -0.7 -0.1
C 0.793856 2.334062 2.547525 0.2 0.0 0.0
C -0.625953 -5.458202 0.807641 0.0 -0.7 -0.5
C 2.016224 -1.581714 -2.090446 0.1 -0.2 0.3
C -0.901288 -1.468443 -2.012929 -0.2 -0.2 0.5
C 0.610715 0.788945 -2.811701 0.2 0.6 0.2
C -1.456638 -3.975213 2.565567 0.6 0.2 -0.3
C -1.794987 1.200905 1.962096 -0.1 -0.3 0.0
C -0.426335 -1.859782 2.803521 0.1 0.8 0.8
C 0.144674 -3.157731 0.954590 0.5 -1.0 -0.8
H -0.262792 1.439419 -2.683570 0.2 -0.2 -0.1
H -2.117018 -4.802198 2.807886 0.1 0.2 0.2
H 1.852090 2.327001 2.253841 -0.3 0.2 0.2
H -1.911499 -2.625425 4.167811 0.0 -0.1 0.0
H -2.385244 0.598833 1.260508 -0.1 0.2 0.2
H 1.513553 1.401128 -2.644710 -0.4 -0.4 -0.2
H 0.439978 3.179795 -0.406276 -0.6 -0.1 0.3
H -2.317302 2.146406 2.172313 0.2 -0.3 -0.1
H -0.891706 -1.734771 -3.079499 0.1 0.1 0.3
H -0.480459 5.666261 -4.332778 0.3 -0.1 0.2
H -1.084063 -5.346851 -0.184253 0.1 0.0 0.3
H 0.634458 0.378146 -3.831628 -0.1 -0.1 0.4
H -0.916485 3.751924 0.608031 0.0 -0.4 0.0
H -1.769896 -0.833620 -1.792436 0.1 -0.2 -0.1
H 0.401917 -5.811962 0.670470 -0.3 0.1 0.1
H -1.200206 2.556591 -0.719069 0.1 0.2 0.2
H -0.939633 -2.380939 -1.403017 -0.1 0.2 -0.3
H 1.848156 -1.957816 -3.106351 0.0 0.1 0.1
H 0.871650 -0.397854 3.436823 -0.5 -0.3 0.0
H -0.330158 -0.823523 4.565117 0.0 -0.1 -0.1
H 0.840044 6.339127 -3.332679 0.1 -0.1 -0.1
H 1.222644 5.281195 -4.713686 0.1 0.0 0.2
H -1.197545 -6.188280 1.387067 0.2 0.2 -0.1
H 2.925669 -0.970849 -2.044675 -0.2 -0.2 -0.1
H 0.440934 3.365255 2.676406 0.1 -0.2 0.0
H -1.633386 0.633307 2.888608 -0.3 0.3 -0.4
H 2.073858 -2.419931 -1.379998 0.2 0.3 -0.5
H 0.664099 1.779515 3.486307 0.0 0.3 -0.3
```
Forces are in eV/Å.

As for the spin multiplicity: 6. The expectation value of S² is 8.764. The calculation puts the HOMO-LUMO gap (alpha / beta) at 8.07 / 5.18 eV. The value obtained for the HOMO energy (alpha / beta) is -14.22 / -14.68 eV. As for the total energy: -2361.78166 hartree. As for the net charge: +2.